Record 1
ORCA calculation (ωB97M-V/def2-TZVPD) on a structure of composition C31H44N8O3PTc in a non-equilibrium geometry.

* spin multiplicity: 2
* DFT total energy: -2293.42189 Ha
* E_LUMO (alpha / beta): -3.01 / -3.71 eV
* HOMO-LUMO gap (alpha / beta): 8.107 / 7.389 eV
* total charge: +1
* HOMO energy (alpha / beta): -0.40839 / -0.40786 Ha

CARTESIAN COORDINATES (ANGSTROEM)
Tc  -0.487  -1.047  0.626
C  -3.164  -1.642  -0.946
C  -3.032  -0.118  -0.986
N  -2.476  0.413  0.269
C  -3.486  0.502  1.338
C  -2.957  -0.091  2.635
N  -2.138  -1.267  2.308
C  -3.015  -2.442  2.004
C  -2.561  -3.264  0.809
N  -2.058  -2.368  -0.247
H  -3.215  -1.996  -1.976
H  -4.105  -1.923  -0.470
H  -4.024  0.296  -1.198
H  -2.391  0.191  -1.807
H  -2.062  1.319  0.084
H  -4.368  -0.053  1.017
H  -3.809  1.532  1.495
H  -3.788  -0.358  3.295
H  -2.341  0.619  3.178
H  -1.564  -1.496  3.108
H  -4.014  -2.056  1.805
H  -3.100  -3.084  2.882
H  -3.404  -3.860  0.447
H  -1.763  -3.949  1.074
H  -1.586  -2.924  -0.962
O  -0.560  -2.724  -2.817
C  -0.229  -1.568  -2.657
N  0.146  -0.650  -3.589
C  0.467  0.668  -3.034
C  0.102  0.373  -1.585
O  0.072  1.097  -0.578
N  -0.216  -0.906  -1.427
C  -0.376  1.754  -3.690
C  -0.278  1.899  -5.072
C  -1.026  2.858  -5.732
C  -1.875  3.694  -5.016
C  -1.959  3.569  -3.640
C  -1.211  2.602  -2.976
C  1.962  0.991  -3.056
C  2.374  2.291  -2.775
C  3.724  2.595  -2.717
C  4.672  1.604  -2.943
C  4.263  0.310  -3.220
C  2.910  0.001  -3.269
H  0.253  -0.891  -4.560
H  0.403  1.274  -5.638
H  -0.942  2.960  -6.805
H  -2.457  4.446  -5.531
H  -2.603  4.230  -3.074
H  -1.258  2.536  -1.897
H  1.638  3.069  -2.610
H  4.036  3.609  -2.506
H  5.726  1.845  -2.906
H  4.995  -0.466  -3.394
H  2.605  -1.018  -3.467
C  0.243  -0.689  4.705
C  1.382  -0.230  3.798
P  0.932  0.416  2.145
C  -0.055  1.936  2.459
C  0.469  2.988  3.435
C  2.538  1.041  1.516
C  3.514  1.634  2.537
H  0.596  -0.773  5.732
H  -0.125  -1.678  4.432
H  -0.586  0.022  4.712
H  2.098  -1.041  3.640
H  1.934  0.572  4.291
H  -1.039  1.600  2.783
H  -0.199  2.378  1.472
H  0.772  2.558  4.391
H  -0.317  3.716  3.641
H  1.312  3.534  3.022
H  2.284  1.752  0.726
H  3.027  0.214  1.016
H  3.086  2.409  3.165
H  4.353  2.072  1.997
H  3.923  0.860  3.186
N  0.012  -2.576  1.875
C  0.322  -3.458  2.584
N  0.522  -4.401  3.393
C  1.755  -4.847  3.645
N  2.800  -5.266  3.892
C  1.534  -3.394  -0.300
C  1.424  -1.906  -0.050
O  2.303  -1.164  -0.368
H  2.195  -3.544  -1.151
H  0.561  -3.841  -0.490
H  1.982  -3.879  0.568

***

Record 2
ORCA calculation (ωB97M-V/def2-TZVPD) on a structure of composition CH4BrClSi in a non-equilibrium geometry.

* DFT total energy: -3364.22007 Ha
* E_LUMO: -0.61 eV
* HOMO-LUMO gap: 9.431 eV
* total charge: 0
* HOMO energy: -0.36892 Ha

CARTESIAN COORDINATES (ANGSTROEM)
C  -0.957  0.382  0.432
Si  0.693  0.054  -0.530
Cl  1.190  -2.503  0.214
Br  2.287  1.534  0.010
H  -1.379  -0.541  0.612
H  -0.906  0.580  1.443
H  -1.625  0.939  -0.225
H  0.696  -0.444  -1.956

***

Record 3
ORCA calculation (ωB97M-V/def2-TZVPD) on a cluster of 8 separate species, C35H50NO17 in total in a non-equilibrium geometry.

* DFT total energy: -2696.70947 Ha
* E_LUMO: -4.29 eV
* HOMO-LUMO gap: 6.791 eV
* total charge: +1
* HOMO energy: -0.40723 Ha

CARTESIAN COORDINATES (ANGSTROEM)
C  0.294  -0.235  0.239
N  -0.909  0.400  -0.461
C  -0.424  1.322  -1.574
C  -1.880  -0.588  -1.192
C  -1.788  1.113  0.552
C  -3.008  2.012  -0.043
O  -3.613  2.597  1.096
H  0.794  -0.842  -0.420
H  -0.237  -0.947  0.815
H  0.892  0.671  0.699
H  -1.175  1.819  -2.191
H  0.224  0.780  -2.227
H  -0.004  2.149  -1.315
H  -1.455  -1.284  -1.796
H  -2.396  -0.091  -2.104
H  -2.542  -1.124  -0.453
H  -1.341  1.778  1.169
H  -1.924  0.371  1.304
H  -3.564  1.419  -0.624
H  -2.465  2.806  -0.679
H  -3.112  3.337  1.361
C  -1.080  -3.885  -2.922
C  -0.211  -4.219  -1.684
C  0.787  -5.195  -1.833
O  1.476  -5.476  -0.891
C  1.028  -5.887  -3.156
C  -0.010  -5.635  -4.325
C  -1.066  -4.531  -4.189
O  -1.806  -4.350  -5.107
O  0.149  -6.213  -5.524
O  -0.259  -3.523  -0.503
H  -1.827  -3.174  -2.898
H  1.830  -6.572  -3.333
H  1.046  -6.448  -5.646
H  0.485  -3.752  -0.116
C  1.793  -2.320  -4.518
C  2.040  -3.001  -5.790
C  3.303  -3.740  -6.047
O  3.439  -4.317  -7.137
C  4.197  -3.947  -4.831
C  3.981  -3.173  -3.573
C  2.696  -2.438  -3.445
O  2.486  -2.090  -2.269
O  4.893  -3.202  -2.507
O  1.197  -2.918  -6.832
H  0.659  -2.018  -4.301
H  5.040  -4.627  -4.915
H  5.607  -3.809  -2.570
H  1.559  -3.568  -7.545
C  0.964  2.436  3.193
C  1.900  2.622  1.980
C  3.235  2.158  1.885
O  3.921  2.405  0.923
C  3.628  1.317  2.983
C  2.809  1.330  4.243
C  1.472  1.864  4.294
O  0.740  1.808  5.316
O  3.322  0.880  5.498
O  1.490  3.261  0.858
H  0.095  2.803  3.122
H  4.746  0.998  3.310
H  2.451  0.727  6.086
H  2.059  3.313  0.157
C  -1.845  -0.870  5.424
C  -0.990  -1.404  4.250
O  -0.711  -0.635  3.311
C  -0.546  -2.810  4.232
H  -2.414  0.119  5.108
H  -1.176  -0.415  6.062
H  -2.410  -1.666  5.785
H  -1.502  -3.372  4.359
H  0.263  -2.896  5.049
H  -0.137  -3.014  3.262
C  2.747  2.652  -3.953
C  3.283  2.075  -2.626
O  2.637  2.145  -1.590
C  4.720  1.416  -2.667
H  2.780  3.672  -4.016
H  1.825  2.360  -4.223
H  3.386  2.312  -4.704
H  4.414  0.434  -3.258
H  4.822  0.999  -1.694
H  5.576  1.922  -3.231
C  -0.361  6.953  3.475
C  -1.733  6.466  3.536
O  -2.110  5.573  2.780
C  -2.701  7.020  4.521
H  0.299  6.907  4.405
H  -0.326  8.025  3.216
H  0.314  6.488  2.923
H  -2.901  7.964  4.497
H  -2.419  6.731  5.611
H  -3.701  6.758  4.268
C  -6.193  -0.246  0.675
C  -5.295  -0.900  1.671
O  -4.586  -1.886  1.419
C  -5.160  -0.189  3.056
H  -5.909  -0.206  -0.428
H  -6.155  0.958  0.963
H  -7.185  -0.685  0.827
H  -4.594  -0.827  3.676
H  -6.183  0.022  3.591
H  -4.452  0.696  2.840

***

Record 4
ORCA calculation (ωB97M-V/def2-TZVPD) on a structure of composition C18H29N2O5ReS.

* spin multiplicity: 2
* DFT total energy: -1665.04835 Ha
* E_LUMO (alpha / beta): -2.38 / -2.49 eV
* HOMO-LUMO gap (alpha / beta): 5.861 / 5.715 eV
* total charge: +1
* HOMO energy (alpha / beta): -0.30294 / -0.30137 Ha

CARTESIAN COORDINATES (ANGSTROEM)
Re  -0.368  -0.335  -1.105
C  -1.130  2.060  -3.031
C  0.373  2.050  -2.822
O  0.860  0.720  -2.652
C  0.736  -0.068  -3.841
C  1.162  -1.451  -3.496
O  0.368  -1.935  -2.398
C  1.073  -3.007  -1.695
C  1.278  -2.608  -0.219
O  1.272  -1.209  -0.197
C  1.942  -0.436  0.939
C  0.300  1.450  1.427
O  -0.574  1.266  0.271
C  -1.396  2.383  -0.011
C  -2.413  1.909  -1.004
O  -1.798  1.203  -2.091
H  -1.398  1.698  -4.021
H  -1.504  3.081  -2.939
H  0.672  2.574  -1.917
H  0.858  2.526  -3.679
H  1.390  0.332  -4.620
H  -0.296  -0.064  -4.191
H  2.208  -1.433  -3.183
H  1.042  -2.108  -4.358
H  2.033  -3.131  -2.188
H  0.492  -3.917  -1.818
H  2.236  -2.983  0.143
H  0.483  -3.012  0.417
H  2.451  -1.245  1.474
H  0.030  -0.547  2.085
H  1.113  2.104  1.107
H  -0.309  1.933  2.197
H  -0.792  3.215  -0.392
H  -1.891  2.715  0.903
H  -3.007  2.736  -1.397
H  -3.064  1.175  -0.540
C  0.877  0.123  1.903
C  1.518  0.401  3.247
C  2.638  1.224  3.333
C  3.234  1.473  4.563
C  2.718  0.904  5.719
C  1.605  0.080  5.640
C  1.010  -0.168  4.411
H  3.060  1.645  2.429
H  4.108  2.109  4.617
H  3.184  1.098  6.676
H  1.199  -0.373  6.536
H  0.142  -0.816  4.353
N  -3.648  -1.402  -1.641
C  -3.342  -1.832  -0.418
N  -4.271  -2.466  0.297
S  -1.790  -1.626  0.263
H  -4.556  -1.554  -2.051
H  -2.907  -0.970  -2.178
H  -5.175  -2.703  -0.078
H  -4.037  -2.789  1.221